[1]
{
  "formula": "C10H16",
  "method": "ωB97M-V/def2-TZVPD",
  "de_lowest_kj_mol": 299.3,
  "homo_energy_ha": -0.315,
  "total_energy_ev": -10626.64205,
  "largest_force_ev_per_a": 5.26,
  "molar_mass_g_mol": 136.238,
  "elements": ["C", "C", "C", "C", "C", "C", "C", "H", "H", "H", "H", "H", "H", "H", "H", "C", "C", "C", "H", "H", "H", "H", "H", "H", "H", "H"],
  "positions_angstrom": [[1.315, -1.041, 2.493], [-0.640, -0.776, 0.845], [0.419, -0.181, 1.664], [-1.672, -0.050, 0.360], [0.477, 1.235, 1.699], [-1.746, 1.331, 0.668], [-0.553, 1.962, 1.252], [-0.377, -1.750, 0.506], [-2.590, -0.344, -0.298], [1.200, -0.840, 3.515], [2.383, -1.072, 2.144], [1.283, 1.623, 2.134], [-2.496, 2.017, 0.511], [-0.670, 2.967, 1.715], [1.207, -2.149, 2.590], [0.848, -0.935, -2.369], [1.497, 0.433, -2.649], [-0.638, -1.225, -2.724], [0.995, -1.136, -1.363], [1.375, -1.779, -2.752], [2.187, 0.444, -3.370], [0.757, 1.143, -2.646], [-1.351, -0.762, -2.152], [-0.817, -2.324, -2.370], [2.131, 0.506, -1.804], [-1.053, -1.072, -3.792]],
  "lowdin_charge": [-0.07, -0.07, -0.22, -0.13, -0.08, -0.05, -0.08, 0.10, 0.14, 0.05, 0.10, 0.07, 0.06, 0.11, 0.09, -0.28, -0.06, -0.11, 0.04, 0.08, 0.02, 0.05, -0.02, 0.10, 0.06, 0.10]
}


[2]
{
  "formula": "C10H16",
  "method": "ωB97M-V/def2-TZVPD",
  "de_lowest_kj_mol": 58.4,
  "homo_energy_ha": -0.330,
  "total_energy_ev": -10629.13878,
  "largest_force_ev_per_a": 1.20,
  "molar_mass_g_mol": 136.238,
  "elements": ["C", "C", "C", "C", "C", "C", "C", "C", "H", "H", "H", "H", "H", "H", "H", "H", "H", "H", "C", "C", "H", "H", "H", "H", "H", "H"],
  "positions_angstrom": [[-0.640, -1.028, -2.958], [-1.366, -0.310, -4.090], [-0.134, -0.185, -1.810], [0.960, -0.674, -1.083], [-0.694, 1.012, -1.414], [1.349, -0.027, 0.075], [-0.170, 1.795, -0.386], [0.788, 1.202, 0.419], [-1.268, -1.832, -2.557], [0.232, -1.558, -3.347], [-1.229, -0.861, -5.022], [1.560, -1.506, -1.426], [-1.534, 1.458, -1.941], [2.078, -0.465, 0.744], [-0.592, 2.767, -0.189], [1.270, 1.690, 1.249], [-0.937, 0.683, -4.236], [-2.448, -0.249, -3.980], [0.890, -0.654, 4.337], [-0.168, 0.204, 3.637], [0.433, -1.124, 5.213], [1.198, -1.520, 3.768], [1.750, -0.091, 4.696], [-0.550, -0.300, 2.767], [-0.958, 0.440, 4.346], [0.181, 1.133, 3.188]],
  "lowdin_charge": [-0.21, -0.11, -0.24, -0.05, -0.06, -0.09, -0.07, -0.12, 0.12, 0.10, 0.07, 0.11, 0.11, 0.10, 0.10, 0.09, 0.07, 0.07, -0.16, -0.16, 0.06, 0.05, 0.06, 0.05, 0.06, 0.04]
}